Here is a cluster of 2 separate species, C24H24F4O3 in total at a distorted geometry from OMol25. Energies are from ωB97M-V with the def2-TZVPD basis set.

Its molar mass is 436.44 g/mol. The calculation puts the calculated total energy at -1554.0022 Eh. The calculation puts the lowest unoccupied orbital energy at -2.741 eV. The energy above the lowest of the compared OMol25 structures with the same formula, charge and spin comes out at 5.29 kcal/mol. As for the net charge: 0.

Each line ends with the natural charge from an NBO analysis.
CARTESIAN COORDINATES (ANGSTROEM)
F: -3.2284 1.3837 -3.7800  -0.321
F: 3.3502 4.3683 0.7441  -0.317
F: 0.4118 -1.3172 -5.2367  -0.325
F: 5.2031 1.1837 -2.2626  -0.326
O: 1.0566 1.3674 2.3117  -0.620
O: -1.4746 2.0221 1.0833  -0.609
O: 1.5430 -0.7223 1.5603  -0.553
C: -1.7111 0.8997 1.5698  0.518
C: 4.1166 1.6812 -1.5731  0.403
C: -0.1562 0.3781 -2.0256  0.014
C: -0.2024 -0.5797 -4.2450  0.411
C: -1.4173 0.0373 -4.5504  -0.324
C: -1.4506 0.9153 -2.2749  -0.275
C: 4.3182 2.7928 -0.7587  -0.296
C: -2.0231 0.7673 -3.5261  0.416
C: -2.7994 -2.3450 0.4471  -0.405
C: 1.9944 2.5914 -0.0620  -0.146
C: 0.6860 0.2989 1.8551  0.765
C: 1.8052 1.4365 -0.8790  -0.133
C: 3.6664 -1.7163 1.9749  -0.622
C: -3.8958 -1.7015 1.3179  -0.407
C: -1.4495 -2.5779 1.1245  -0.382
C: 0.4195 -0.4697 -3.0068  -0.288
C: 3.2123 3.2394 -0.0306  0.382
C: 2.9486 -0.4227 1.7011  -0.075
C: -0.7147 -0.1484 1.5959  -0.229
C: 2.8906 1.0334 -1.7057  -0.250
C: -3.9986 -0.1819 1.1299  -0.387
C: 0.5084 0.8321 -0.8315  -0.014
C: -1.0221 -1.5107 2.1431  -0.437
C: -3.1387 0.6385 2.0854  -0.492
H: -1.9201 1.5157 -1.4942  0.262
H: 5.2758 3.2981 -0.6995  0.257
H: -3.0991 0.1850 3.0865  0.208
H: -0.0976 -1.8822 2.6059  0.233
H: -1.7779 -1.4404 2.9412  0.210
H: -3.7554 0.0868 0.0908  0.200
H: -1.8742 -0.0510 -5.5305  0.256
H: -5.0477 0.1107 1.2827  0.212
H: -3.6155 1.6242 2.1818  0.235
H: -1.4699 -3.5452 1.6515  0.199
H: 4.7402 -1.5271 1.9967  0.214
H: 3.2870 0.0267 0.7591  0.172
H: -0.1519 1.3166 -0.1187  0.274
H: 3.0892 0.3001 2.5139  0.207
H: 3.4500 -2.4568 1.2001  0.211
H: 3.3612 -2.1113 2.9479  0.212
H: -0.6660 -2.6537 0.3555  0.208
H: 2.7726 0.2179 -2.4144  0.236
H: -4.8590 -2.1348 1.0120  0.210
H: -3.1726 -3.3212 0.1024  0.210
H: -2.6432 -1.7401 -0.4586  0.196
H: 1.1478 2.9708 0.5044  0.269
H: -3.7592 -1.9497 2.3781  0.198
H: 1.3370 -1.0131 -2.7900  0.231